Here is a structure of composition C17H43F4N3NbO4 at a distorted geometry from the OMol25 dataset. Energies are from the ωB97M-V functional and the def2-TZVPD basis.

XYZ file:
```
72
Properties=species:S:1:pos:R:3:forces:R:3
N 2.014 0.399 3.426 0.07 0.11 0.12
C 0.884 1.242 3.855 -0.16 0.02 -0.02
C 0.556 2.307 2.802 0.18 -0.01 -0.02
C -0.240 3.502 3.365 -0.49 0.16 -0.73
Nb -2.024 3.097 4.693 1.31 -0.35 -1.18
C -3.215 1.771 3.137 -0.16 -0.19 0.24
F -2.380 0.808 2.558 -0.04 0.24 0.10
F -3.554 2.634 2.076 0.20 -0.13 0.13
C -4.512 1.077 3.495 -0.22 0.14 -0.33
F -4.401 0.447 4.680 0.05 -0.29 0.38
F -4.849 0.104 2.583 -0.05 0.05 -0.13
H 2.373 -0.109 4.231 -0.02 -0.03 -0.17
H 2.768 1.004 3.109 -0.03 -0.05 0.07
H 1.071 1.739 4.824 -0.03 -0.09 -0.24
H 0.012 0.585 3.994 0.15 0.21 0.07
H 0.012 1.847 1.964 0.09 0.06 0.25
H 1.513 2.663 2.378 -0.13 -0.07 0.06
H 0.442 4.182 3.909 -0.24 -0.15 0.07
H -0.619 4.093 2.511 0.18 -0.02 0.17
H -2.738 4.748 4.304 0.27 -0.09 0.90
H -3.630 3.033 5.583 -0.20 0.28 -0.45
H -1.457 1.728 5.778 -0.24 0.60 0.46
H -1.461 3.994 6.174 -0.56 -0.34 0.09
H -5.336 1.796 3.530 0.14 -0.04 0.09
C 0.275 -1.406 0.785 0.00 0.10 0.00
O 1.339 -1.408 -0.159 -0.10 -0.09 0.01
C 2.643 -1.433 0.403 0.13 0.13 -0.06
C 3.318 -2.754 0.109 0.00 -0.04 -0.01
N 2.690 -3.840 0.843 -0.10 0.01 -0.09
C 3.114 -5.173 0.451 0.01 -0.05 0.08
C 2.830 -5.626 -0.977 0.06 -0.04 -0.05
O 1.458 -5.801 -1.270 -0.02 0.00 0.05
C 0.761 -4.633 -1.660 0.00 0.00 -0.07
H -0.639 -1.187 0.235 -0.01 0.00 0.01
H 0.162 -2.377 1.281 0.02 0.00 0.00
H 0.430 -0.646 1.553 0.00 0.00 0.01
H 2.612 -1.220 1.474 -0.08 -0.07 0.01
H 3.222 -0.637 -0.077 -0.02 0.02 0.01
H 4.372 -2.695 0.402 -0.01 0.00 0.00
H 3.287 -2.899 -0.982 0.05 0.02 0.01
H 1.685 -3.765 0.744 0.02 0.01 0.06
H 2.635 -5.889 1.124 0.02 -0.01 0.01
H 4.195 -5.253 0.619 -0.01 0.01 -0.01
H 3.292 -6.608 -1.110 -0.01 0.00 -0.02
H 3.285 -4.952 -1.715 -0.02 0.02 0.03
H 1.413 -3.946 -2.209 -0.02 0.00 0.00
H 0.332 -4.092 -0.813 0.03 0.00 0.00
H -0.053 -4.945 -2.314 -0.01 0.01 0.00
C -2.470 3.373 -2.148 -0.03 0.08 0.08
O -1.083 3.107 -2.147 -0.07 -0.09 -0.12
C -0.717 1.923 -1.442 0.13 0.11 0.20
C -0.183 0.871 -2.384 -0.04 -0.09 -0.05
N -1.240 0.345 -3.237 0.01 0.17 -0.07
C -0.784 -0.535 -4.299 -0.08 -0.11 0.03
C 0.150 0.037 -5.358 0.08 -0.05 -0.03
O -0.448 1.006 -6.202 -0.05 -0.01 0.02
C -0.449 2.328 -5.702 0.05 0.03 -0.03
H -2.605 4.366 -2.575 -0.01 0.00 -0.01
H -3.035 2.650 -2.749 0.01 -0.02 0.02
H -2.878 3.367 -1.132 0.00 0.01 -0.01
H -1.567 1.546 -0.866 0.02 -0.06 -0.04
H 0.073 2.194 -0.736 -0.03 0.01 0.03
H 0.237 0.052 -1.794 0.04 -0.01 -0.01
H 0.642 1.322 -2.955 0.01 0.01 0.06
H -1.757 1.117 -3.638 -0.01 -0.04 0.01
H -1.667 -0.924 -4.814 0.00 -0.02 0.00
H -0.280 -1.393 -3.837 0.01 0.02 0.00
H 0.449 -0.785 -6.013 0.01 0.02 -0.02
H 1.065 0.447 -4.913 -0.03 0.02 0.02
H 0.433 2.523 -5.086 -0.01 0.02 -0.01
H -1.337 2.553 -5.104 0.02 -0.02 0.02
H -0.436 2.999 -6.561 0.00 0.01 0.00
```
Forces are in eV/Å.

net charge = -1
frontier orbital gap = 7.43 eV
ΔE to the lowest compared entry with this formula, charge and spin = 10.2 kcal/mol
maximum force = 1.8 eV Å⁻¹
E = -1594.90540 Eh
HOMO level = -5.0 eV



Here is an isolated molecule of C23H27N3O3S from the OMol25 dataset. Energies are from the ωB97M-V functional and the def2-TZVPD basis.

XYZ file:
```
57
Properties=species:S:1:pos:R:3:forces:R:3
C 2.342 -7.427 2.223 0.06 0.41 0.08
C 3.086 -6.135 2.549 0.14 -0.39 -0.09
O 2.216 -5.075 2.889 -0.14 0.16 0.10
C 1.518 -4.428 1.917 -0.20 0.22 -0.04
C 0.608 -3.470 2.367 0.26 -0.29 -0.07
C -0.150 -2.731 1.485 -0.08 0.07 0.01
C -0.011 -2.935 0.115 0.20 -0.15 0.23
N -0.737 -2.218 -0.851 0.09 -0.31 -0.27
C -1.519 -1.129 -0.678 -0.36 0.09 -0.52
O -1.841 -0.659 0.393 0.00 0.02 0.32
C -1.959 -0.491 -1.998 0.20 0.09 0.16
C -0.841 0.410 -2.560 -0.29 -0.26 -0.22
C 0.452 -0.387 -2.703 -0.21 0.08 -0.25
O 0.620 -1.401 -3.343 -0.10 -0.14 -0.14
N 1.368 0.238 -1.925 -0.07 0.12 0.02
C 2.717 -0.220 -1.719 0.36 -0.15 0.05
C 0.848 1.386 -1.341 -0.11 0.23 -0.02
S 1.738 2.415 -0.440 0.36 0.29 0.29
N -0.447 1.492 -1.691 0.42 -0.37 -0.08
C -1.286 2.639 -1.427 -0.29 0.24 0.23
C -2.109 2.526 -0.133 0.12 0.00 0.03
C -1.476 3.290 1.038 -0.15 -0.07 -0.03
C -1.485 4.773 0.798 0.09 -0.05 0.11
C -0.322 5.453 0.461 0.03 0.01 0.06
C -0.348 6.814 0.210 0.02 0.12 -0.04
C -1.539 7.514 0.293 0.04 0.13 -0.04
C -2.703 6.847 0.634 -0.11 0.05 0.00
C -2.675 5.487 0.884 0.01 0.01 -0.02
C 0.898 -3.883 -0.340 -0.20 0.21 0.05
C 1.656 -4.626 0.546 0.19 -0.16 0.23
H 3.056 -8.221 2.022 0.06 -0.11 -0.04
H 1.720 -7.715 3.067 -0.05 -0.06 0.06
H 1.701 -7.298 1.354 -0.04 -0.06 -0.07
H 3.700 -6.277 3.443 -0.01 0.04 -0.18
H 3.747 -5.845 1.722 -0.03 0.03 0.11
H 0.512 -3.319 3.430 -0.02 0.02 0.13
H -0.845 -1.995 1.850 -0.02 0.02 0.01
H -0.536 -2.505 -1.801 -0.11 0.21 0.09
H -2.182 -1.258 -2.741 -0.03 0.04 -0.04
H -2.851 0.109 -1.816 0.03 -0.09 0.01
H -1.162 0.798 -3.537 0.13 -0.08 0.09
H 2.842 -0.557 -0.688 0.02 0.02 -0.07
H 3.416 0.593 -1.913 -0.06 -0.08 0.02
H 2.895 -1.046 -2.404 -0.04 0.02 0.03
H -1.948 2.753 -2.290 0.08 0.01 -0.01
H -0.638 3.518 -1.370 -0.06 -0.07 -0.16
H -2.204 1.478 0.150 -0.10 0.05 -0.10
H -3.108 2.924 -0.315 -0.06 0.00 0.01
H -0.454 2.941 1.185 -0.03 -0.01 0.07
H -2.047 3.062 1.940 0.03 -0.01 0.04
H 0.613 4.914 0.403 0.04 -0.08 -0.02
H 0.566 7.329 -0.050 0.07 0.04 -0.02
H -1.560 8.577 0.098 0.00 0.08 -0.01
H -3.635 7.389 0.708 -0.07 0.04 0.01
H -3.586 4.972 1.157 -0.10 -0.07 0.03
H 1.019 -4.040 -1.403 0.02 -0.02 -0.12
H 2.351 -5.349 0.148 0.06 -0.09 0.01
```
Forces are in eV/Å.

structure (SMILES) = CCOc1ccc(NC(=O)C[C@@H]2C(=O)N(C)C(=S)N2CCCc2ccccc2)cc1
frontier orbital gap = 8.50 eV
ΔE to the lowest compared entry with this formula, charge and spin = 4.1 kcal/mol
maximum force = 0.6 eV Å⁻¹
E = -1680.87942 Eh
HOMO level = -8.1 eV



> Which formula does entry 1 have?

C17H43F4N3NbO4